Formula: C51H81CaN7O5P2
Source: OMol25
Level of theory: ωB97M-V with the def2-TZVPD basis set

Properties
HOMO (spin up / spin down) = -6.62 / -6.63 eV
LUMO energy (spin up / spin down) = -0.0388 / -0.0371 Eh
Kohn-Sham gap (spin up / spin down) = 5.568 / 5.615 eV
charge = 0

Geometry as XYZ:
```
147
C51H81CaN7O5P2, DFT ωB97M-V with the def2-TZVPD basis set
H 6.416 3.608 -0.495
H 6.889 -3.500 -0.642
C 4.094 -2.217 0.921
N -2.895 -4.102 -0.076
H 4.609 5.682 0.799
H -5.925 -3.492 -1.282
H 5.895 -3.803 2.296
H -3.912 3.122 1.528
H -5.789 3.851 -2.545
H 7.299 -1.188 0.078
C 0.281 4.750 2.681
H -1.124 3.376 3.669
C -3.391 1.380 2.628
H 1.818 -2.966 -1.285
H -1.350 -0.539 -5.625
H 5.424 -4.366 -0.177
H 2.517 5.217 1.267
H -5.467 -1.948 -0.517
H -0.857 4.918 4.495
N -2.839 1.846 0.311
H -2.392 -6.111 -0.336
H -2.610 -4.929 1.820
C 1.694 1.446 1.058
H 5.791 -0.655 -0.668
N -2.778 0.152 2.742
C 4.060 3.589 -1.892
H 3.067 -5.285 3.324
H 1.800 -3.833 -2.836
H -2.457 1.101 -4.013
C 5.565 3.223 0.072
H -6.453 0.122 -0.559
N 1.328 0.187 1.179
H -4.212 0.531 5.697
H -3.500 -0.216 -3.417
C -0.643 3.001 -1.263
H 2.301 -1.690 -3.988
H -4.292 -4.473 1.473
C 0.519 -4.273 3.408
H 0.364 3.645 4.565
H 4.005 2.515 -2.082
O -3.019 -1.539 0.087
H 2.954 -6.043 1.725
C 4.265 3.888 -0.401
C -3.245 -4.184 1.339
H -5.577 2.156 0.550
H -1.635 4.573 -3.188
H 7.359 -2.964 1.785
C 2.822 1.995 0.370
C -2.429 4.103 -2.621
H -0.399 5.775 0.877
H -6.546 2.594 -0.833
C 3.088 3.324 0.402
H -3.076 -3.222 1.815
C -0.377 4.122 3.920
H -3.052 -3.435 -3.600
H 5.331 -3.062 -1.365
H 5.532 2.140 -0.065
H -5.639 0.576 -2.064
C 1.652 -1.179 -3.275
H 1.967 5.576 3.788
C -1.484 -1.306 -4.858
C 1.132 5.927 3.179
H 1.530 6.540 2.369
H 1.051 -5.594 0.245
C 5.592 -2.360 0.678
C -5.484 -2.502 -1.453
H 1.158 -3.833 4.176
C -5.607 2.121 -0.538
C 4.416 5.402 -0.238
H -4.637 -2.773 -4.015
C -4.078 -3.330 -3.259
C -3.055 -0.274 3.980
H 4.892 3.991 -2.475
C -0.823 5.284 1.756
C -2.097 3.274 -1.553
C 3.350 -3.357 1.342
C -3.383 2.166 1.443
O -0.368 1.949 2.078
C -3.849 0.640 4.688
H 0.512 6.580 3.796
H 6.149 -2.122 2.766
H 1.198 -0.320 -3.768
H -2.618 -5.218 -1.835
O -1.625 -2.680 -1.807
C -4.753 3.708 -2.258
H -4.627 2.608 4.000
H -1.441 6.010 2.291
H -0.293 -4.544 0.739
C 5.821 -3.385 -0.443
C 0.738 2.368 1.714
C 1.147 3.763 1.889
C 6.233 -1.038 0.256
C -5.596 0.656 -0.974
H 3.417 1.347 -0.257
C 2.248 4.173 1.211
H -4.527 -4.327 -3.177
C -4.468 2.888 -1.172
N -1.442 -0.680 -3.544
C 3.429 -1.037 0.819
H 3.528 5.937 -0.582
C -2.528 0.273 -3.304
C -3.126 2.698 -0.786
H -4.031 -5.707 -0.875
P -0.740 -1.392 -2.251
C -2.997 -5.345 -0.821
C -3.747 4.335 -2.973
H 3.136 4.041 -2.257
H 1.204 2.414 -2.209
H -6.115 -1.958 -2.158
H 0.079 -5.186 3.820
H -0.582 2.180 -0.558
H -0.277 -3.571 3.179
C 6.287 -2.843 1.959
H -3.986 4.987 -3.803
H -2.670 -1.221 4.335
C 1.188 -3.271 -2.127
H -4.685 0.164 -0.629
C -4.060 1.706 3.818
H 5.740 3.421 1.131
Ca -1.244 -0.099 1.023
H -0.688 -2.040 -4.955
H -2.459 0.678 -2.298
H 6.130 -0.275 1.030
C 0.450 -5.252 1.092
N 0.620 -2.114 -2.817
H 0.224 3.479 -3.214
H 5.262 5.745 -0.836
C 2.025 -0.948 1.044
C 1.246 -2.147 1.336
C 2.375 -5.672 2.574
H 1.853 -6.526 3.009
H 3.909 -4.270 1.510
H -1.471 4.473 1.418
O -0.020 -2.088 1.403
H -0.236 1.786 -3.013
H -2.447 -1.795 -5.035
H 0.400 -3.918 -1.755
C 2.011 -3.368 1.595
C 1.344 -4.620 2.158
P -2.932 -2.664 -0.858
H -0.057 -6.126 1.512
O -0.594 -0.439 -1.130
H 2.259 -0.822 -2.435
H 3.984 -0.134 0.635
N -4.131 -2.605 -1.999
C 0.180 2.654 -2.500
H -0.195 3.863 -0.760
```

Formula: C51H93N3O15
Source: OMol25
Level of theory: ωB97M-V with the def2-TZVPD basis set

Properties
HOMO = -7.83 eV
SMILES = CC1(C)CCCC(C)(C)N1O.CC1(C)CCCC(C)(C)N1O.CC1(C)CCCC(C)(C)N1O.O=C1CCCO1.O=C1CCCO1.O=C1CCCO1.O=C1CCCO1.O=C1CCCO1.O=C1CCCO1
LUMO energy = 0.0137 Eh
Kohn-Sham gap = 8.199 eV
charge = 0

Geometry as XYZ:
```
162
C51H93N3O15, DFT ωB97M-V with the def2-TZVPD basis set
H 5.576 -0.571 -4.775
H -9.736 -0.358 -8.141
C 0.968 3.522 1.005
H -7.888 -5.979 0.068
H 9.222 -0.473 -5.766
H 0.983 -5.186 3.983
N 7.115 -2.003 -6.741
H 1.555 -8.307 10.023
H -0.844 9.960 -1.631
C 7.503 -1.719 -5.363
H 0.100 -7.796 9.135
H 3.835 -8.649 5.832
C -6.186 0.292 8.247
C -7.109 1.061 -6.295
C 0.285 2.150 0.729
H -4.394 1.256 8.401
O 2.111 3.168 8.347
H 5.654 1.639 9.817
C -9.823 -0.048 -3.750
C -5.666 0.566 -6.090
C -7.697 0.276 -7.412
H 0.427 4.178 1.688
C 2.436 -7.096 5.326
H -0.041 -6.391 4.899
H 6.013 -2.249 -9.361
H 6.765 0.408 -5.221
H 0.907 -6.724 10.165
C 5.556 -3.901 -6.296
C 1.738 -5.824 5.939
H 5.673 4.489 10.236
H 1.803 -7.880 4.910
C 8.998 -1.423 -5.282
C 3.032 -6.042 9.103
H -5.378 2.384 5.937
H -4.621 0.404 6.818
H -6.659 -6.404 1.172
H 5.311 2.513 11.322
C 5.835 -2.626 -7.151
C 5.758 -3.699 -4.819
O 1.241 4.065 -0.281
H 6.978 -0.347 -3.701
N -7.908 0.896 -4.990
H 3.726 -2.520 -7.429
H -10.881 -0.275 -3.879
H 1.943 3.394 1.475
C 7.190 -3.074 -4.591
H 2.892 2.462 10.879
H -5.032 1.242 -5.517
O -6.155 -0.854 8.721
O -6.673 -4.478 0.714
H 5.069 -3.132 -4.193
C -9.398 0.764 -4.955
H 3.331 -8.596 8.253
H 9.276 -1.425 -4.228
O 9.604 6.639 -2.419
H 1.859 -8.990 7.431
C -7.145 2.150 7.325
C 10.076 6.488 -3.619
O 0.511 -5.044 7.846
H -7.771 2.097 6.435
H -9.108 -5.022 2.063
H 3.671 -6.663 9.731
C -7.318 -4.483 2.994
H 4.493 -4.141 -6.266
H 8.073 -3.695 -4.739
O 1.495 11.087 -2.963
C -10.077 2.137 -5.010
H -5.679 -0.363 -5.521
H 4.619 -0.972 -7.735
H -1.353 9.401 -5.639
C 1.971 -6.959 8.275
H 6.063 -4.765 -6.726
H 6.993 7.593 -4.056
H -6.857 3.220 -5.717
C -5.063 1.069 7.561
C -5.636 2.317 6.994
C -0.963 10.553 -2.538
C 8.261 7.196 -2.410
H -0.421 -5.264 7.913
C 9.066 7.037 -4.660
H 3.354 1.183 9.869
C 3.191 3.168 8.984
C 5.992 -3.099 -8.678
C 3.363 -7.807 6.338
N 1.198 -6.113 7.281
H -9.715 -1.252 -6.055
C -6.687 -3.719 1.788
H -10.903 -0.031 -6.326
H 2.274 -3.841 6.383
H -5.157 0.413 -7.042
C 0.580 1.851 -0.673
H 9.649 -2.185 -5.709
H 3.744 -5.420 8.561
H -8.086 2.991 -6.856
H 0.002 -4.757 5.329
C 2.559 -8.174 7.610
O -7.357 1.512 -3.959
O 4.077 4.120 8.836
H 3.727 -4.927 6.490
H 4.283 -7.242 6.492
C 5.360 3.748 9.500
H 0.498 1.354 1.443
H -1.357 11.550 -2.339
H 5.050 -3.576 -8.949
H -0.803 2.177 0.671
C 0.368 10.757 -3.343
H -9.559 2.720 -4.248
C 2.804 -4.694 5.959
H -7.477 2.966 7.966
H 4.243 -1.603 -6.036
H -6.965 0.776 -3.482
H 8.588 6.204 -5.176
O -7.260 0.970 8.090
H -6.417 2.924 -7.359
H -8.368 -6.394 2.894
H 8.139 8.840 -3.693
H -2.804 9.923 -3.404
H -1.627 11.123 -5.178
C 6.665 -0.557 -4.724
O 0.158 10.444 -4.663
H -9.556 0.562 -2.887
C 0.650 -5.550 4.955
C -1.741 9.737 -3.557
H 3.051 -4.391 4.941
H -0.245 1.379 -1.208
C -1.202 10.166 -4.876
H -7.878 -3.794 3.627
C -7.397 -5.627 0.975
C -9.198 0.291 -7.450
H -9.962 2.594 -5.993
H 8.258 7.995 -1.669
H -9.220 -0.948 -3.628
O 11.165 5.973 -3.927
C 5.107 2.476 10.252
H 1.444 1.194 -0.767
H 2.540 -5.336 9.772
H -7.310 0.690 -8.342
H -6.508 -4.964 3.542
C 3.615 2.216 10.102
C 1.108 -7.507 9.434
O -6.311 -2.483 1.764
H 6.134 3.539 8.762
H 5.769 -4.638 -4.264
C -7.106 2.601 -6.579
H -9.442 1.320 -7.713
H -11.147 2.121 -4.802
C 8.036 7.759 -3.786
H 6.846 -3.690 -9.007
H -5.299 3.283 7.372
H 9.587 7.707 -5.343
H -7.365 -0.760 -7.468
O 7.554 -0.993 -7.652
H 3.121 -6.885 4.505
O 0.933 3.607 -2.355
H 7.507 6.464 -2.120
C -8.162 -5.518 2.279
C -9.841 -0.172 -6.128
C 0.891 3.241 -1.181
C 4.490 -1.829 -7.073
H -1.651 8.669 -3.358
H 8.240 -1.519 -8.069
H 7.090 -2.970 -3.510
```

E_tot
In order: -111896.938, -89569.690
Unit: eV
Relative energy (zero: lowest compared OMol25 entry of this formula, charge and spin)
In order: 0.0, 577.0
Unit: kJ/mol